1.
This record from the OMol25 dataset describes C4H9N2O2 in the gas phase at a distorted geometry. The level of theory is ωB97M-V/def2-TZVPD.

Properties
Orbital gap (alpha / beta), eV: 10.46 / 6.54
HOMO (alpha / beta), eV: -9.58 / -9.57
Charge: 0
2S+1: 2
LUMO level (alpha / beta), eV: 0.88 / -3.03

```
17
Properties=species:S:1:pos:R:3:forces:R:3:nbo_charge:R:1
N -0.48897 -2.61171 1.10931 0.0 0.0 -0.8 -0.84
C -0.95098 -1.55730 0.20581 -0.3 -0.7 -0.2 -0.22
C 0.18850 -0.64118 -0.18685 -0.8 0.6 0.4 -0.24
N -0.31948 0.54364 -0.88926 0.2 -0.1 0.6 -0.47
C 0.64076 1.52671 -1.12618 0.1 -0.4 -1.5 -0.25
C 0.72483 2.53610 0.18275 0.1 1.7 1.9 0.75
O 1.31933 3.57437 -0.11896 -0.2 -1.0 -0.5 -0.46
O 0.19886 2.11991 1.20430 0.1 -0.3 -0.7 -0.62
H 0.42294 -2.41892 1.47961 0.1 0.1 0.4 0.36
H -1.14763 -2.79499 1.83945 -0.1 -0.1 0.4 0.37
H -1.39463 -2.02550 -0.68399 0.2 0.1 0.0 0.18
H -1.76986 -0.99016 0.64282 0.0 0.4 0.3 0.18
H 0.68851 -0.30434 0.72885 0.2 -0.1 0.0 0.21
H 0.87206 -1.13808 -0.84641 0.5 -0.3 -0.2 0.20
H -1.07471 0.94015 -0.33215 -0.3 -0.1 -0.5 0.39
H 0.45712 2.14999 -2.01337 -0.2 0.0 0.6 0.24
H 1.63334 1.09132 -1.19572 0.2 0.0 -0.1 0.22
```
Forces are in eV/Å.

---

2.
This record from the OMol25 dataset describes a molecular structure, C17H19Cl2NNiO3P at a distorted geometry. The level of theory is ωB97M-V/def2-TZVPD.

Properties
Orbital gap (alpha / beta), eV: 8.71 / 7.80
HOMO (alpha / beta), eV: -11.87 / -12.04
Charge: +1
2S+1: 3
LUMO level (alpha / beta), eV: -3.16 / -4.24

```
44
Properties=species:S:1:pos:R:3:forces:R:3:nbo_charge:R:1
Ni 0.43666 0.41526 2.16781 0.7 1.3 -1.4 1.25
O 2.94811 1.91347 -0.57496 -0.4 -0.7 0.7 -0.60
C 2.49914 1.08437 0.19512 -0.1 0.0 0.5 0.79
O 2.08667 1.35286 1.44473 -0.2 -0.7 -1.1 -0.89
C 2.32624 -0.41637 -0.20278 -0.6 1.1 0.4 -0.82
P 0.57437 -0.81338 0.20944 0.6 -0.2 -0.2 0.85
C 0.40690 -2.52876 -0.32511 -0.4 -0.6 -0.1 -0.29
C 1.50980 -3.31801 -0.67031 -0.4 -0.4 0.0 -0.23
C 1.32166 -4.54520 -1.31280 -0.6 -0.1 0.0 -0.19
C 0.03018 -5.01616 -1.61248 0.3 1.1 0.6 -0.17
C -1.06497 -4.24191 -1.20659 0.2 -0.1 0.0 -0.20
C -0.88742 -3.02016 -0.56285 0.6 -0.4 -0.3 -0.21
C -0.45435 0.07641 -0.96762 -0.3 0.3 -0.2 -0.40
C 0.05709 0.49445 -2.19037 -0.8 0.3 -0.1 -0.18
C -0.78376 1.15146 -3.10470 0.4 0.1 0.1 -0.20
C -2.10790 1.43016 -2.79241 0.2 -0.6 0.8 -0.18
C -2.60593 1.00119 -1.54090 -0.3 0.5 -0.6 -0.23
C -1.80081 0.33481 -0.64311 0.6 0.0 -0.1 -0.13
H 2.99149 -1.00389 0.42426 0.0 -0.1 0.1 0.26
H 2.54432 -0.60345 -1.24850 0.1 0.1 0.0 0.26
H 2.51438 -3.01185 -0.41897 0.1 0.1 -0.2 0.22
H 2.18769 -5.13596 -1.57671 0.0 0.0 0.0 0.23
H -0.13051 -5.95151 -2.12723 0.1 0.0 0.0 0.23
H -2.07410 -4.58078 -1.41061 0.1 0.0 0.0 0.23
H -1.75045 -2.43673 -0.28769 -0.2 0.1 0.0 0.22
H 1.09934 0.35730 -2.41801 0.1 0.0 -0.2 0.23
H -0.35073 1.47170 -4.04802 -0.2 0.0 0.1 0.23
H -2.75526 1.95839 -3.48319 0.1 -0.1 0.0 0.23
H -3.63625 1.23477 -1.26661 0.3 -0.1 -0.1 0.23
H -2.17716 0.06749 0.34108 0.0 0.0 -0.2 0.21
Cl 1.72835 -0.83730 3.73935 -0.1 0.1 1.3 0.01
C 0.74041 -0.11545 5.11437 -0.1 -0.3 -1.0 -0.33
Cl -0.68325 0.64183 4.27585 0.3 -0.1 0.9 0.01
H 1.32338 0.64738 5.63048 -0.1 -0.1 -0.3 0.26
H 0.39653 -0.92340 5.75938 0.1 0.2 -0.2 0.26
C -1.76197 3.97694 0.62121 0.3 -0.8 0.2 -0.71
C -0.55632 3.10543 0.99536 -0.5 0.9 -0.1 0.73
N 0.63692 3.65243 0.77505 -0.1 -0.4 -0.2 -0.77
O -0.77221 1.98145 1.52007 0.6 0.0 0.1 -0.78
H -1.78014 4.20506 -0.44804 0.1 -0.1 0.1 0.25
H -1.76469 4.90733 1.17602 0.2 0.2 0.1 0.25
H -2.65189 3.42442 0.90125 -0.1 0.0 -0.1 0.24
H 0.70619 4.52100 0.25120 -0.1 -0.4 0.3 0.41
H 1.48427 3.09292 0.89855 -0.1 0.1 0.1 0.45
```
Forces are in eV/Å.

---

3.
This record from the OMol25 dataset describes 2 unconnected molecules or ions with the total composition C4H8NO3 at a distorted geometry. The level of theory is ωB97M-V/def2-TZVPD.

Properties
Orbital gap, eV: 8.03
HOMO, eV: -4.35
Charge: -1
LUMO level, eV: 3.68

```
16
Properties=species:S:1:pos:R:3:forces:R:3:nbo_charge:R:1
C -2.37923 0.28513 0.53454 -0.1 1.0 0.4 -0.74
C -2.35422 -0.60281 -0.72347 0.0 0.1 0.1 0.76
O -1.35925 -0.44041 -1.47752 0.2 -0.3 0.1 -0.81
O -3.32541 -1.36736 -0.85911 0.0 -0.1 -0.1 -0.77
H -2.26253 -0.26112 1.47589 0.0 -0.2 -0.2 0.20
H -3.32453 0.83178 0.61357 -0.2 -0.4 -0.1 0.20
H -1.64045 1.09193 0.49768 0.3 -0.3 -0.1 0.19
C 2.13493 0.88174 0.74038 -0.8 -0.3 0.1 -0.71
C 1.98914 0.08516 -0.53996 0.8 -0.1 0.2 0.70
O 2.59164 0.42643 -1.53656 0.0 -0.1 -0.1 -0.61
N 1.39685 -1.16463 -0.38469 -0.2 -0.1 -0.3 -0.89
H 1.61695 -1.74414 -1.18840 -0.1 0.2 -0.1 0.38
H 0.37415 -1.09162 -0.35579 -0.1 0.1 0.1 0.44
H 1.22025 0.89064 1.34475 0.0 0.1 -0.3 0.23
H 2.48794 1.88468 0.51566 0.1 -0.1 0.2 0.22
H 2.83378 0.29461 1.34302 0.2 0.3 -0.1 0.22
```
Forces are in eV/Å.

---

4.
This record from the OMol25 dataset describes a molecular structure, C3H10FN5O3S3 at a distorted geometry. The level of theory is ωB97M-V/def2-TZVPD.

Properties
Orbital gap, eV: 10.13
HOMO, eV: -10.57
Charge: 0
LUMO level, eV: -0.45

```
25
Properties=species:S:1:pos:R:3:forces:R:3:nbo_charge:R:1
C -3.05721 0.00818 2.83858 4.5 -5.1 0.9 -0.42
C 0.64162 1.22709 -2.32071 -3.3 0.6 1.4 -0.47
C 3.04835 0.90960 -1.97799 0.6 -1.1 0.4 -0.43
N -0.63024 -1.84950 1.28381 0.5 0.5 -0.1 -1.15
N 0.21604 0.59603 0.69031 -0.1 -0.6 0.1 -1.13
N 0.94949 -1.73140 -0.91840 2.3 3.7 1.5 -1.00
N -2.13943 0.37506 1.73341 0.1 -0.2 0.1 -0.81
N 1.76054 1.11199 -1.34838 -2.2 -1.3 0.6 -0.60
O -0.19110 -0.17113 3.10986 -0.1 -0.5 -1.1 -0.88
O 2.75762 -0.01205 0.60853 -1.7 -0.6 -0.6 -0.85
O -0.92134 -3.25762 -0.77814 0.3 -1.0 0.7 -0.87
F -1.46685 -0.99939 -0.83888 0.2 0.3 0.0 -0.56
S -0.62652 -0.34063 1.74879 0.5 1.6 1.0 2.29
S 1.47731 0.05555 -0.07050 0.7 -1.1 -0.5 2.14
S -0.35604 -2.07282 -0.25472 -2.8 -0.5 -1.4 2.34
H -3.72145 -0.83196 2.59908 0.0 0.5 -0.4 0.20
H -2.28204 -0.53722 3.57581 -2.3 1.7 -0.7 0.23
H -3.55181 0.80111 3.21961 -1.3 2.6 1.3 0.21
H 0.81053 2.10518 -3.02804 -0.1 -1.5 0.9 0.23
H 0.22638 0.27936 -2.75485 1.5 0.5 -0.4 0.23
H -0.35713 1.42249 -1.70396 2.2 0.4 -1.0 0.24
H 3.07664 1.75556 -2.61193 0.3 0.3 -1.5 0.22
H 3.87208 1.11237 -1.29726 -0.2 -0.4 0.3 0.24
H 3.14204 -0.11786 -2.43758 0.0 1.3 0.1 0.21
H -2.67747 0.16199 0.93356 0.2 0.0 -1.8 0.40
```
Forces are in eV/Å.

---

Relative energy (zero: lowest compared OMol25 entry of this formula, charge and spin) for the records above, in order: 0.3050 0.0000 0.8204 1.9616 eV